No. 1
C30H70O26S6 as an isolated structure. Source: the Open Molecules 2025 dataset; level of theory: the ωB97M-V functional and the def2-TZVPD basis.

Computed properties:
* molecular weight: 1039.27 g mol⁻¹
* E_LUMO: 0.09 eV

Last column: Löwdin charge in e.
Positions of all 132 atoms, in Å:
C: -2.789 -3.689 3.597  -0.216
C: -1.374 -3.699 4.222  -0.196
C: -1.334 -2.758 5.456  -0.206
S: -3.006 -2.102 5.600  0.690
O: -3.193 -0.930 4.772  -0.317
O: -3.473 -2.059 6.956  -0.316
C: -3.739 -3.527 4.744  -0.213
H: -2.909 -4.645 3.091  0.125
H: -2.774 -2.848 2.910  0.105
H: -0.647 -3.355 3.502  0.098
H: -1.063 -4.696 4.542  0.116
H: -0.584 -1.990 5.281  0.097
H: -1.185 -3.277 6.400  0.098
H: -4.780 -3.278 4.558  0.111
H: -3.688 -4.374 5.429  0.114
C: 3.322 -3.435 4.766  -0.193
C: 3.298 -1.952 5.268  -0.190
C: 3.442 -0.976 4.096  -0.208
S: 3.898 -1.939 2.659  0.683
O: 5.075 -1.428 1.999  -0.311
O: 2.714 -2.165 1.858  -0.309
C: 4.249 -3.438 3.572  -0.228
H: 2.320 -3.822 4.610  0.110
H: 3.809 -3.952 5.591  0.112
H: 4.131 -1.830 5.959  0.111
H: 2.388 -1.714 5.815  0.108
H: 4.182 -0.197 4.259  0.109
H: 2.493 -0.515 3.825  0.078
H: 5.289 -3.375 3.906  0.114
H: 4.231 -4.275 2.875  0.109
C: 1.300 5.100 1.994  -0.210
C: 1.259 6.621 1.943  -0.214
C: 2.217 6.991 0.808  -0.209
S: 1.858 5.819 -0.508  0.681
O: 3.130 5.312 -0.961  -0.316
O: 0.895 6.317 -1.454  -0.306
C: 1.048 4.637 0.564  -0.230
H: 0.610 4.619 2.688  0.121
H: 2.263 4.682 2.305  0.123
H: 1.639 7.102 2.846  0.117
H: 0.227 6.953 1.822  0.122
H: 3.177 6.581 1.127  0.103
H: 2.223 8.032 0.510  0.112
H: 1.342 3.614 0.329  0.099
H: 0.000 4.666 0.259  0.098
C: 1.737 -3.205 -1.062  -0.213
C: 2.729 -4.370 -0.900  -0.230
C: 1.980 -5.679 -1.032  -0.202
S: 0.288 -5.299 -0.447  0.688
O: 0.130 -5.920 0.849  -0.337
O: -0.637 -5.566 -1.502  -0.308
C: 0.595 -3.528 -0.142  -0.220
H: 1.502 -3.247 -2.131  0.120
H: 2.226 -2.254 -0.863  0.102
H: 3.175 -4.262 0.097  0.100
H: 3.589 -4.236 -1.560  0.117
H: 2.427 -6.441 -0.401  0.099
H: 1.858 -6.053 -2.047  0.100
H: 0.846 -3.530 0.917  0.085
H: -0.300 -2.932 -0.284  0.070
C: 0.046 0.850 -0.959  -0.118
C: -0.966 1.785 -0.339  -0.124
O: -0.938 1.458 1.080  -0.189
S: 0.240 0.441 1.433  0.551
O: -0.262 -0.876 1.442  -0.212
O: 0.979 0.874 2.561  -0.221
O: 1.034 0.751 0.106  -0.210
H: 0.566 1.199 -1.846  0.119
H: -0.302 -0.169 -1.146  0.125
H: -1.988 1.591 -0.662  0.106
H: -0.801 2.849 -0.471  0.111
C: 5.498 -0.007 -0.463  -0.156
C: 4.048 0.437 -0.484  -0.180
O: 3.748 0.706 -1.852  -0.177
S: 5.017 1.382 -2.518  0.575
O: 5.090 2.774 -2.244  -0.220
O: 5.184 0.991 -3.867  -0.217
O: 6.092 0.602 -1.633  -0.186
H: 5.709 -1.071 -0.529  0.124
H: 6.020 0.391 0.403  0.123
H: 3.956 1.352 0.109  0.137
H: 3.372 -0.268 -0.013  0.097
C: -3.823 2.346 -2.965  -0.232
C: -4.647 2.856 -4.140  -0.247
O: -6.025 2.967 -3.856  -0.046
O: -4.071 0.960 -2.709  -0.092
H: -4.046 2.958 -2.086  0.116
H: -2.782 2.475 -3.272  0.113
H: -4.486 2.175 -4.985  0.123
H: -4.254 3.841 -4.388  0.126
H: -6.453 2.107 -3.890  0.081
H: -5.032 0.892 -2.720  0.075
C: -1.468 -0.393 -4.697  -0.221
C: -0.062 0.153 -4.748  -0.223
O: 0.769 -0.457 -3.765  -0.054
O: -1.548 -1.801 -4.967  -0.069
H: -2.088 0.100 -5.459  0.127
H: -1.935 -0.168 -3.738  0.100
H: -0.155 1.213 -4.516  0.094
H: 0.382 0.010 -5.740  0.130
H: 0.905 -1.340 -4.129  0.086
H: -1.069 -1.907 -5.797  0.102
C: -4.939 1.381 0.569  -0.208
C: -4.474 0.159 1.331  -0.257
O: -4.303 0.485 2.690  -0.061
O: -3.908 2.380 0.488  -0.084
H: -5.830 1.833 1.023  0.125
H: -5.181 1.166 -0.470  0.096
H: -3.505 -0.108 0.875  0.102
H: -5.108 -0.725 1.194  0.115
H: -3.784 -0.223 3.131  0.047
H: -3.665 2.634 1.386  0.090
C: 0.343 4.205 -4.711  -0.258
C: 1.739 4.134 -4.154  -0.227
O: 1.613 3.639 -2.828  -0.096
O: -0.350 5.273 -4.117  -0.057
H: -0.141 3.231 -4.551  0.087
H: 0.317 4.366 -5.789  0.124
H: 2.157 5.145 -4.145  0.130
H: 2.412 3.506 -4.751  0.124
H: 2.465 3.792 -2.392  0.049
H: -0.385 5.156 -3.161  0.061
C: -3.117 -2.286 -1.824  -0.210
C: -3.128 -2.576 -0.349  -0.241
O: -2.724 -3.920 -0.084  -0.078
O: -1.854 -2.765 -2.315  -0.085
H: -3.308 -1.239 -2.076  0.095
H: -3.846 -2.878 -2.397  0.131
H: -4.142 -2.486 0.038  0.113
H: -2.374 -1.911 0.091  0.095
H: -2.332 -4.254 -0.908  0.044
H: -1.735 -2.427 -3.215  0.041

---

No. 2
C30H70O38S8 as an isolated structure. Source: the Open Molecules 2025 dataset; level of theory: the ωB97M-V functional and the def2-TZVPD basis.

Computed properties:
* molecular weight: 1295.39 g mol⁻¹
* E_LUMO: 0.05 eV

Last column: Löwdin charge in e.
Positions of all 146 atoms, in Å:
C: 3.470 3.123 -11.003  -0.222
C: 4.343 1.905 -11.529  -0.225
C: 5.540 1.993 -10.660  -0.242
S: 4.830 2.066 -8.940  0.760
O: 5.755 2.884 -8.096  -0.373
O: 4.412 0.717 -8.517  -0.357
C: 3.274 3.011 -9.494  -0.196
H: 2.511 3.256 -11.504  0.111
H: 4.058 4.010 -11.241  0.108
H: 4.538 2.087 -12.586  0.115
H: 3.706 1.024 -11.450  0.117
H: 6.160 2.868 -10.856  0.108
H: 6.241 1.159 -10.704  0.105
H: 3.105 3.934 -8.938  0.097
H: 2.439 2.387 -9.174  0.092
C: -7.786 2.253 6.771  -0.205
C: -8.286 1.407 5.559  -0.221
C: -7.151 1.196 4.547  -0.209
S: -5.682 1.067 5.630  0.698
O: -4.520 1.801 5.131  -0.346
O: -5.508 -0.335 6.042  -0.352
C: -6.327 1.901 7.091  -0.220
H: -8.457 2.124 7.620  0.112
H: -7.791 3.320 6.548  0.110
H: -9.197 1.894 5.209  0.111
H: -8.590 0.393 5.820  0.110
H: -7.088 2.135 3.998  0.103
H: -7.149 0.314 3.907  0.106
H: -5.666 2.749 7.269  0.105
H: -6.321 1.081 7.809  0.101
C: 3.358 5.678 6.547  -0.174
C: 2.345 5.296 7.602  -0.172
O: 2.884 5.730 8.837  -0.214
S: 3.915 6.958 8.704  0.738
O: 4.965 6.958 9.707  -0.221
O: 3.102 8.194 8.488  -0.268
O: 4.379 6.285 7.289  -0.219
H: 3.018 6.502 5.919  0.130
H: 3.733 4.877 5.910  0.139
H: 2.219 4.214 7.632  0.128
H: 1.305 5.623 7.566  0.134
C: -0.179 -2.467 9.735  -0.180
C: -1.073 -3.611 10.359  -0.126
O: -1.791 -3.015 11.490  -0.233
S: -1.347 -1.443 11.809  0.740
O: -0.238 -1.485 12.770  -0.255
O: -2.514 -0.640 12.001  -0.216
O: -0.730 -1.306 10.252  -0.227
H: -0.255 -2.487 8.648  0.134
H: 0.819 -2.487 10.174  0.125
H: -0.512 -4.445 10.782  0.117
H: -1.788 -4.124 9.715  0.120
C: 0.358 -4.085 -7.871  -0.253
C: 0.175 -3.963 -6.464  -0.270
O: -1.151 -3.968 -6.158  -0.159
S: -2.009 -3.696 -7.522  0.785
O: -2.281 -2.231 -7.848  -0.269
O: -3.146 -4.603 -7.460  -0.246
O: -0.853 -4.493 -8.389  -0.160
H: 1.150 -4.705 -8.291  0.152
H: 0.573 -3.072 -8.213  0.133
H: 0.501 -2.996 -6.081  0.142
H: 0.706 -4.735 -5.907  0.145
C: -0.789 10.584 -6.366  -0.237
C: -0.865 9.719 -5.085  -0.132
O: -1.605 10.573 -4.224  -0.219
S: -2.227 11.900 -4.838  0.745
O: -1.233 12.923 -4.532  -0.250
O: -3.645 12.086 -4.405  -0.244
O: -1.911 11.366 -6.382  -0.192
H: -0.835 9.872 -7.189  0.131
H: 0.092 11.202 -6.540  0.132
H: 0.106 9.377 -4.724  0.136
H: -1.498 8.852 -5.272  0.128
C: -3.841 -11.198 1.327  -0.183
C: -5.149 -11.041 2.069  -0.225
O: -5.035 -9.953 2.892  -0.193
S: -3.499 -9.264 2.853  0.727
O: -2.999 -9.000 4.177  -0.220
O: -3.472 -8.204 1.853  -0.245
O: -2.926 -10.624 2.203  -0.207
H: -3.792 -10.647 0.388  0.134
H: -3.504 -12.234 1.280  0.141
H: -5.366 -11.918 2.680  0.132
H: -6.034 -10.784 1.488  0.138
C: 0.488 -0.950 0.258  -0.229
C: -1.024 -0.886 -0.004  -0.159
O: -1.289 0.433 -0.466  -0.188
S: 0.040 1.289 -0.790  0.750
O: 0.330 2.240 0.329  -0.265
O: 0.098 1.684 -2.193  -0.240
O: 1.032 -0.027 -0.606  -0.195
H: 0.844 -1.943 -0.019  0.133
H: 0.819 -0.813 1.287  0.130
H: -1.555 -1.357 0.823  0.137
H: -1.178 -1.598 -0.816  0.125
C: 4.100 -8.690 1.994  -0.237
C: 5.155 -9.804 1.864  -0.218
O: 6.422 -9.283 1.374  -0.078
O: 3.525 -8.356 0.731  -0.075
H: 4.605 -7.779 2.315  0.119
H: 3.308 -8.896 2.714  0.113
H: 4.756 -10.585 1.217  0.113
H: 5.366 -10.160 2.872  0.113
H: 7.081 -9.831 1.807  0.072
H: 3.028 -9.107 0.400  0.077
C: 7.904 1.299 0.257  -0.232
C: 7.714 0.237 1.351  -0.318
O: 7.509 0.807 2.548  -0.045
O: 9.256 1.685 0.271  -0.065
H: 7.276 2.163 0.477  0.123
H: 7.602 0.846 -0.687  0.113
H: 8.465 -0.541 1.484  0.125
H: 6.787 -0.316 1.197  0.115
H: 8.395 1.021 2.849  0.096
H: 9.737 1.188 -0.395  0.087
C: 8.869 -5.404 -2.822  -0.217
C: 7.503 -5.989 -3.225  -0.234
O: 7.493 -7.406 -3.068  -0.069
O: 9.248 -5.661 -1.442  -0.079
H: 8.894 -4.333 -3.023  0.112
H: 9.712 -5.796 -3.391  0.112
H: 7.271 -5.731 -4.259  0.115
H: 6.678 -5.582 -2.639  0.118
H: 7.222 -7.574 -2.162  0.078
H: 8.992 -6.569 -1.264  0.062
C: -4.518 8.253 2.591  -0.270
C: -4.468 7.403 1.325  -0.248
O: -5.717 7.250 0.654  -0.072
O: -5.316 7.703 3.587  -0.055
H: -4.996 9.198 2.332  0.118
H: -3.492 8.386 2.935  0.125
H: -4.291 6.397 1.707  0.118
H: -3.666 7.749 0.673  0.116
H: -5.602 6.533 0.026  0.083
H: -6.183 7.584 3.193  0.085
C: -8.273 1.712 -3.516  -0.183
C: -8.285 0.151 -3.641  -0.235
O: -7.401 -0.390 -2.674  -0.083
O: -6.905 2.257 -3.602  -0.094
H: -8.783 2.006 -2.599  0.114
H: -8.726 2.182 -4.389  0.108
H: -7.808 -0.136 -4.578  0.108
H: -9.236 -0.373 -3.542  0.119
H: -6.599 0.129 -2.768  0.068
H: -6.684 2.508 -4.502  0.078

---

No. 3
C30H71N9O12SZn as an isolated structure. Source: the Open Molecules 2025 dataset; level of theory: the ωB97M-V functional and the def2-TZVPD basis.

Computed properties:
* molecular weight: 847.41 g mol⁻¹
* relative energy (zero: lowest compared OMol25 entry of this formula, charge and spin): 13.447 eV
* E_LUMO: -5.38 eV

Last column: Löwdin charge in e.
Positions of all 124 atoms, in Å:
Zn: -0.222 2.273 -1.790  0.828
S: 0.574 -1.271 -0.113  0.139
O: 0.201 0.029 0.418  -0.197
O: 1.856 -1.730 0.331  -0.262
O: -0.493 -2.240 0.218  -0.281
O: 0.660 -0.876 -1.476  -0.221
C: -1.794 3.773 6.248  -0.070
C: -1.315 3.602 7.729  -0.261
N: -1.112 4.859 8.459  -0.171
C: 0.166 5.526 7.995  -0.229
C: 0.172 7.046 8.383  -0.082
C: -0.998 4.591 9.927  -0.256
C: -2.414 4.462 10.494  -0.103
H: -2.717 4.352 6.213  0.069
H: -1.925 2.784 5.808  0.067
H: -1.056 4.368 5.711  0.049
H: -2.065 3.029 8.275  0.096
H: -0.391 3.026 7.792  0.108
H: 1.041 5.007 8.387  0.108
H: 0.257 5.516 6.909  0.090
H: 1.096 7.600 8.215  0.064
H: -0.592 7.596 7.834  0.067
H: -0.033 7.068 9.453  0.047
H: -0.505 5.391 10.479  0.098
H: -0.525 3.656 10.226  0.109
H: -2.398 4.136 11.534  0.068
H: -3.008 3.695 9.997  0.058
H: -2.989 5.384 10.410  0.072
C: -2.670 -2.999 5.060  -0.015
C: -3.900 -2.233 4.806  -0.597
O: -4.571 -1.928 5.791  0.027
N: -4.077 -1.903 3.525  0.003
C: -5.281 -1.278 3.051  -0.064
H: -2.808 -3.575 5.975  0.091
H: -1.892 -2.276 5.302  0.093
H: -2.456 -3.575 4.159  0.078
H: -3.313 -2.182 2.927  0.136
H: -5.938 -1.054 3.892  0.087
H: -5.799 -1.943 2.360  0.080
H: -5.029 -0.352 2.536  0.082
C: 0.479 3.055 -7.905  0.000
C: -0.517 3.718 -6.934  -0.534
O: -0.439 3.460 -5.720  -0.021
N: -1.343 4.669 -7.376  -0.005
C: -2.344 5.375 -6.609  -0.068
H: 1.212 2.377 -7.468  0.081
H: 0.955 3.857 -8.469  0.075
H: -0.099 2.457 -8.610  0.076
H: -1.411 4.741 -8.381  0.137
H: -2.638 6.310 -7.085  0.081
H: -1.980 5.676 -5.626  0.086
H: -3.247 4.768 -6.540  0.088
C: -1.149 -7.022 -1.635  -0.012
C: -0.576 -7.811 -0.571  -0.613
O: -0.262 -8.991 -0.704  0.028
N: -0.347 -7.133 0.553  0.007
C: 0.351 -7.601 1.756  -0.047
H: -2.175 -7.360 -1.775  0.095
H: -0.605 -7.229 -2.557  0.097
H: -1.184 -5.958 -1.400  0.079
H: -0.583 -6.153 0.490  0.125
H: -0.262 -7.508 2.652  0.077
H: 1.204 -6.937 1.893  0.078
H: 0.753 -8.605 1.617  0.085
C: 4.671 -4.182 -3.025  -0.019
C: 5.955 -4.395 -2.327  -0.537
O: 6.971 -4.945 -2.860  -0.007
N: 5.925 -3.922 -1.060  0.007
C: 7.139 -3.572 -0.290  -0.061
H: 4.556 -3.098 -3.026  0.087
H: 3.845 -4.728 -2.571  0.091
H: 4.722 -4.439 -4.083  0.085
H: 5.067 -3.457 -0.800  0.128
H: 7.400 -2.515 -0.352  0.074
H: 8.022 -4.099 -0.650  0.080
H: 7.052 -3.749 0.782  0.074
C: 4.257 1.770 3.853  -0.012
C: 4.386 0.678 4.886  -0.559
O: 4.954 0.948 5.935  0.036
N: 3.851 -0.535 4.575  0.001
C: 3.880 -1.601 5.554  -0.081
H: 4.082 2.765 4.262  0.083
H: 3.507 1.603 3.080  0.069
H: 5.224 1.802 3.351  0.082
H: 3.490 -0.697 3.645  0.132
H: 3.252 -1.380 6.417  0.085
H: 4.888 -1.747 5.942  0.084
H: 3.512 -2.502 5.063  0.083
C: -6.323 0.633 -3.506  0.000
C: -5.081 0.016 -2.891  -0.600
O: -4.135 0.702 -2.561  0.008
N: -5.063 -1.246 -2.520  0.029
C: -6.114 -2.202 -2.999  -0.057
H: -7.265 0.328 -3.050  0.075
H: -6.389 0.310 -4.545  0.084
H: -6.247 1.715 -3.398  0.085
H: -4.197 -1.543 -2.094  0.145
H: -7.104 -1.958 -2.611  0.074
H: -5.870 -3.242 -2.787  0.081
H: -6.210 -2.129 -4.083  0.077
C: -1.322 -2.778 -7.338  -0.014
C: -2.250 -2.343 -8.460  -0.528
O: -2.915 -1.277 -8.396  0.004
N: -2.260 -3.264 -9.445  -0.009
C: -2.927 -3.088 -10.719  -0.076
H: -1.553 -3.812 -7.081  0.074
H: -1.640 -2.159 -6.499  0.081
H: -0.259 -2.757 -7.580  0.083
H: -1.815 -4.169 -9.401  0.139
H: -3.549 -3.965 -10.899  0.080
H: -2.177 -3.009 -11.505  0.080
H: -3.589 -2.227 -10.812  0.085
C: 5.410 2.479 -2.460  -0.009
C: 4.665 3.709 -2.768  -0.623
O: 3.564 3.844 -2.277  0.023
N: 5.249 4.584 -3.564  0.000
C: 4.701 5.861 -3.963  -0.060
H: 5.558 1.947 -3.399  0.092
H: 4.927 1.976 -1.622  0.090
H: 6.368 2.733 -2.006  0.084
H: 6.135 4.343 -3.986  0.141
H: 5.158 6.262 -4.868  0.087
H: 4.739 6.525 -3.100  0.088
H: 3.642 5.694 -4.158  0.082

---

Number 1: gap between HOMO and LUMO 0.364 Ha, calculated total energy -5530.2773 Ha. Number 2: gap between HOMO and LUMO 0.358 Ha, calculated total energy -7229.1518 Ha. Number 3: gap between HOMO and LUMO 0.114 Ha, calculated total energy -4758.6660 Ha.